Density functional theory data (ωB97M-V/def2-TZVPD) for a single C4H9NO molecule at a distorted geometry.

Atoms and positions in Å:
C -1.33 1.48 -1.12
C -0.27 0.47 -0.84
N -0.50 -0.97 -1.10
C -0.26 -0.48 0.26
C 1.05 -0.90 0.91
O 1.42 0.08 1.77
H -1.09 2.52 -0.69
H -1.55 1.66 -2.18
H -2.23 1.17 -0.59
H 0.80 0.78 -1.06
H -1.56 -1.00 -1.21
H -1.15 -0.50 0.91
H 1.73 -1.18 0.06
H 0.89 -1.80 1.61
H 1.17 1.02 1.35

- SMILES: C[C@@H]1N[C@H]1CO
- Total charge: 0
- Energy: -287.7340 a.u.